Density functional theory data (wB97M-V/def2-TZVPD) for a structure of composition C28H50BMnN5O3P2S4.

LUMO energy (spin up / spin down) ... 2.3 / 1.8 eV
E_tot ... -5047.8510 Eh
⟨S²⟩ ... 6.07
Net charge ... -1
Multiplicity ... 5
Kohn-Sham gap (spin up / spin down) ... 0.235 / 0.214 hartree
HOMO energy (spin up / spin down) ... -0.1490 / -0.1483 hartree
Energy relative to the best compared isomer or geometry (same formula, charge and spin) ... 101.3 kcal/mol

Atoms and positions in Å:
C 4.310 2.250 -0.720
H 4.140 -0.276 3.143
H 4.502 3.324 -0.751
H -2.283 5.640 0.401
P 2.247 0.195 -0.238
C 3.256 -0.947 -1.437
H 2.073 -0.095 -2.999
H -3.606 -3.066 0.243
H 4.674 1.828 -1.652
H 5.167 -1.774 -1.934
H 1.693 1.374 2.683
H -5.333 0.589 1.962
H -1.155 0.611 -2.119
N -2.062 2.484 -2.423
C 2.340 2.861 0.663
H 2.728 -2.930 -0.674
C -3.345 4.259 -2.373
C -4.621 0.929 2.722
H -2.837 -3.315 -1.319
C -1.559 -2.536 2.154
C 0.708 -5.285 -1.707
H -3.393 2.866 4.306
C 4.725 -1.193 -1.120
H -2.565 -2.141 2.312
H -4.020 5.064 -2.574
H 3.333 -2.312 1.238
B -3.212 4.962 0.083
H -2.525 -4.467 0.001
H -5.102 0.927 3.701
H -4.184 5.590 -0.217
C -2.883 3.280 -3.183
H 4.826 -0.264 1.520
H 0.572 0.247 1.883
H 1.435 -0.221 3.376
C 2.015 2.530 -1.727
S -3.309 -0.026 -0.170
H 5.283 -0.266 -1.026
H 0.980 2.230 -1.574
H 4.884 1.831 0.102
C -0.082 -3.772 0.001
H 2.420 3.918 0.414
N -4.164 2.254 2.411
H -0.454 1.618 -3.431
O -5.093 -2.079 -0.905
H 2.726 -2.797 -2.423
C 1.320 -5.641 0.579
H 3.444 -1.046 -3.582
O -4.536 -1.919 1.481
H -3.782 0.227 2.737
H 4.139 1.208 2.205
C 2.813 2.028 -0.526
H 1.429 -2.039 -1.482
C 1.356 -6.042 -0.744
P -1.282 -2.414 0.342
H 2.375 2.141 -2.673
O -6.078 -0.348 0.481
C 2.495 -2.266 -1.499
H 2.058 3.616 -1.769
H -0.833 -1.927 2.694
C -2.698 -3.418 -0.245
Mn -1.094 -0.157 -0.122
S -4.945 -1.221 0.258
N -2.824 4.081 -1.130
H 1.293 2.645 0.858
H 1.843 -6.221 1.329
C 2.497 -1.782 1.685
C 0.601 -4.515 0.953
N 0.737 -0.047 -0.510
H 0.586 -4.223 1.991
C 2.655 -0.268 1.595
S -1.134 2.397 0.140
C -3.531 3.107 3.270
H 3.725 0.564 -2.946
C 4.024 0.131 2.137
N -3.547 4.019 1.261
H 2.437 -2.090 2.729
H -1.535 -3.571 2.500
H -0.496 -3.556 -2.084
C 1.529 0.331 2.441
C -3.164 4.197 2.552
H 0.748 -5.585 -2.745
H -3.061 3.072 -4.218
H -2.036 0.832 -3.664
C 3.120 -0.328 -2.827
H 1.880 -6.946 -1.023
H 1.571 -2.056 1.181
H 4.845 -1.766 -0.205
C -1.390 1.331 -2.943
S -4.880 2.135 -0.180
C -2.054 2.984 -1.158
H -2.649 5.085 2.859
H 2.936 2.691 1.553
C 0.006 -4.156 -1.336
C -4.160 2.828 1.181

Löwdin atomic charge list, values in e, 5 entries:
1 C -0.0850
2 H 0.0844
3 H 0.0842
4 H 0.0682
5 P 0.8925